(1)
This record from OMol25 describes the ion H3O with charge +1 in a non-equilibrium geometry. The level of theory is the ωB97M-V functional and the def2-TZVPD basis.

The geometry in XYZ format:
```
4
Properties=species:S:1:pos:R:3:forces:R:3:mulliken_charge:R:1
O 0.15072 0.19726 -0.21993 -3.9 -2.8 1.3 -0.53
H 0.59281 0.39036 0.67206 0.0 -0.6 -1.2 0.49
H 0.17060 -0.85759 -0.49815 0.7 3.2 1.0 0.52
H -0.91412 0.26996 0.04602 3.2 0.2 -1.1 0.52
```
Positions in Å, forces in eV/Å.

Summary:
gap between HOMO and LUMO = 0.6226 hartree
calculated total energy = -2086.6274 eV
net charge = +1

(2)
This record from OMol25 describes a cluster of 2 separate species, C4H11NO in total in a non-equilibrium geometry. The level of theory is the ωB97M-V functional and the def2-TZVPD basis.

The geometry in XYZ format:
```
17
Properties=species:S:1:pos:R:3:forces:R:3:mulliken_charge:R:1
C -1.75729 1.85600 -0.13345 2.1 1.2 3.0 -0.64
C -1.30154 1.79664 1.17766 -0.1 -0.5 -4.4 -0.09
N -0.41072 0.99185 1.83331 0.7 -2.4 1.7 -0.45
H -2.16565 2.88147 -0.40116 0.2 -1.9 0.0 0.23
H -1.22284 1.17635 -0.79239 -0.8 0.2 -0.5 0.21
H -1.45319 2.52907 1.83810 -2.3 3.3 2.0 0.39
H 0.58745 0.95874 1.64783 -0.6 0.0 -0.3 0.19
H -0.63521 0.92912 2.85074 0.8 0.1 -1.4 0.24
C 1.75408 -0.92020 -1.78477 -0.1 -1.3 -0.6 -0.89
C 0.45702 -1.28805 -1.03857 0.4 2.3 0.7 0.24
O 0.68906 -2.17879 0.02617 0.2 -0.6 0.3 -0.52
H 1.49437 -0.67849 -2.89860 0.9 0.0 2.1 0.30
H 2.35796 -0.17101 -1.20191 -0.6 -0.4 -1.0 0.25
H 2.30080 -1.90889 -1.72003 -0.1 1.1 -0.6 0.28
H -0.23869 -1.75023 -1.73333 -0.2 0.0 0.3 0.35
H 0.05972 -0.32326 -0.57911 -0.1 -1.2 -0.9 -0.41
H 1.36427 -1.82191 0.62207 -0.3 0.0 -0.3 0.32
```
Positions in Å, forces in eV/Å.

Summary:
gap between HOMO and LUMO = 0.3444 hartree
calculated total energy = -7861.3868 eV
net charge = 0

(3)
This record from OMol25 describes an isolated molecule of C5H10O. The level of theory is the ωB97M-V functional and the def2-TZVPD basis.

The geometry in XYZ format:
```
16
Properties=species:S:1:pos:R:3:forces:R:3:mulliken_charge:R:1
C -0.70592 -0.15904 -1.77135 0.0 0.0 -0.1 -1.54
C -0.37622 -0.40814 -0.30950 -0.1 0.1 0.0 0.55
C 1.10501 -0.27738 0.07277 0.0 0.0 -0.1 -0.70
C 1.02723 -0.06088 1.58690 0.2 -0.1 0.0 -0.41
O -0.24534 0.54195 1.83831 -0.1 0.2 0.0 -0.39
C -0.95328 0.66118 0.61898 -0.4 0.7 -0.5 -0.64
H -0.24123 -0.90587 -2.42188 0.0 0.1 0.1 0.37
H -1.78857 -0.19460 -1.94140 0.2 0.0 0.0 0.37
H -0.34896 0.83131 -2.07793 0.0 -0.1 0.0 0.36
H -0.71430 -1.41806 -0.02525 -0.1 0.3 0.1 0.24
H 1.71379 -1.14349 -0.20473 -0.1 0.1 0.1 0.36
H 1.52674 0.60811 -0.42054 0.0 -0.1 0.1 0.28
H 1.81704 0.59444 1.97454 -0.1 -0.1 -0.1 0.27
H 1.08465 -1.01429 2.13253 -0.1 0.2 -0.1 0.26
H -2.02853 0.66875 0.80285 -0.1 -0.8 0.3 0.34
H -0.87211 1.67600 0.14570 0.7 -0.5 0.3 0.27
```
Positions in Å, forces in eV/Å.

Summary:
gap between HOMO and LUMO = 0.3899 hartree
calculated total energy = -7394.2245 eV
net charge = 0

(4)
This record from OMol25 describes a cluster of 2 separate species, C5H12N3 in total. The level of theory is the ωB97M-V functional and the def2-TZVPD basis.

The geometry in XYZ format:
```
20
Properties=species:S:1:pos:R:3:forces:R:3:mulliken_spin:R:1
C 2.06555 -1.11726 1.01697 -0.2 0.3 -0.2 0.01
C 2.57070 -1.80831 2.02977 0.1 0.0 -0.1 0.01
C 0.05368 -0.35859 1.80125 0.0 0.3 -0.2 -0.01
N 1.09659 -0.09737 1.13676 0.2 -0.3 0.3 0.02
H 2.43071 -1.22621 0.00115 0.1 -0.1 0.1 -0.01
H 2.25417 -1.62228 3.04767 0.0 0.0 0.0 0.00
H 3.34671 -2.53730 1.84854 0.0 0.0 0.1 0.00
H -0.66549 0.44071 1.95696 -0.1 -0.1 0.0 0.01
H -0.15646 -1.34989 2.20872 0.0 0.0 0.0 0.00
C -2.41983 2.13126 -0.73110 0.2 -0.2 0.0 0.01
N -0.24734 -0.57038 -2.11484 -0.3 0.1 -0.4 0.08
C -1.28459 0.06132 -1.42855 -0.1 -0.1 0.2 0.76
N -1.34090 1.44132 -1.38562 0.0 0.1 -0.2 0.11
H -2.21068 2.34381 0.32395 0.0 0.0 0.0 0.01
H -3.31024 1.50292 -0.76622 -0.1 0.1 -0.1 0.00
H -2.62957 3.06748 -1.24644 -0.1 0.0 0.1 0.00
H 0.49860 0.00313 -2.46582 0.1 -0.1 0.2 0.00
H 0.01629 -1.48919 -1.81259 0.2 0.0 0.1 0.01
H -2.02495 -0.52133 -0.91294 0.0 0.0 0.0 0.00
H -0.62049 1.98007 -1.82743 0.0 0.0 0.1 0.00
```
Positions in Å, forces in eV/Å.

Summary:
spin multiplicity = 2
gap between HOMO and LUMO (spin up / spin down) = 0.2063 / 0.3587 hartree
calculated total energy = -9846.2859 eV
net charge = 0

Which of these has the lowest calculated total energy?
C5H12N3